(1)
C5H7NO | ωB97M-V/def2-TZVPD

Results
M, g/mol: 97.12
Total energy, eV: -8833.8601
HOMO level, eV: -9.830
Gap between HOMO and LUMO, eV: 10.814
ΔE to the lowest compared entry with this formula, charge and spin, kcal per mole: 54.0
SMILES: [H]/N=C1\OC[C@H]2C[C@@H]12

Structure (ORCA input):
```
! RIJCOSX wB97M-V def2-TZVPD def2/J DEFGRID3
* xyz 0 1
H 0.18 -2.17 1.06
C 0.39 0.18 -0.72
C -0.20 -1.00 1.27
O -1.35 -0.84 0.44
C -1.03 -0.25 -0.75
H 1.58 0.42 1.30
C 0.90 -0.15 0.66
N -1.83 -0.14 -1.73
H 0.99 -2.04 -0.23
C 1.38 -0.95 -0.50
H 0.62 1.09 -1.29
H 2.37 -0.68 -0.89
H -2.72 -0.58 -1.50
H -0.51 -0.71 2.29
*
```

***

(2)
C5H4LiO7Sm | ωB97M-V/def2-TZVPD

Results
M, g/mol: 333.38
Total energy, eV: -37690.2553
Expectation value of S²: 15.763
HOMO level (spin up / spin down), eV: -6.382 / -7.665
Gap between HOMO and LUMO (spin up / spin down), eV: 5.827 / 6.843

Structure (ORCA input):
```
! RIJCOSX wB97M-V def2-TZVPD def2/J DEFGRID3
* xyz 0 8
O 2.81 1.11 -0.24
H -3.49 -0.16 -0.45
O -0.40 0.81 -0.54
O 1.52 -1.81 1.56
Sm 1.22 2.05 0.51
C 2.84 -0.12 0.08
H -1.97 1.23 -1.78
C -0.33 -0.72 -0.28
O 0.44 -1.34 -1.06
C -2.51 0.04 -0.02
O 1.06 0.42 1.86
H -2.01 2.15 -0.27
O -1.67 -1.08 -0.24
C 1.33 -0.64 1.22
C -1.77 1.17 -0.70
Li 1.93 -2.34 -0.42
H -2.61 0.22 1.07
O 3.61 -0.98 -0.32
*
```